Record 1
C47H61O7SV as an isolated structure. Source: OMol25; level of theory: wB97M-V/def2-TZVPD.

```
! wB97M-V def2-TZVPD RIJCOSX def2/J DEFGRID3
* xyz 1 2
V 0.52306 -0.19487 -0.06416
C 1.13737 -0.84959 -3.15994
O 0.38244 -0.16770 -2.12502
C -0.72606 0.58155 -2.59709
C -1.93777 -0.05974 -2.77475
C -2.14444 -1.53355 -2.49887
C -2.88064 -1.73292 -1.19742
C -4.22616 -2.05362 -1.14925
C -4.91453 -2.20112 0.05657
C -4.19348 -2.03688 1.23415
C -2.84080 -1.71484 1.22961
C -2.06039 -1.50885 2.50433
C -1.83388 -0.03580 2.77163
C -2.89373 0.74414 3.21127
C -2.78495 2.11890 3.40500
C -1.54961 2.70704 3.16234
C -0.45325 1.96810 2.73105
C 0.85686 2.66372 2.44977
C 0.88843 3.43228 1.15006
C 1.22608 4.77415 1.11160
C 1.35798 5.47569 -0.08815
C 1.18851 4.76624 -1.27190
C 0.84432 3.41902 -1.28312
C 0.76148 2.64098 -2.57466
C -0.56089 1.94666 -2.79748
C -1.67251 2.67586 -3.18223
C -2.92449 2.08650 -3.36660
C -3.02615 0.71813 -3.16654
C -4.11824 2.95406 -3.75767
C -3.82486 3.65367 -5.09170
C -5.39999 2.13529 -3.91070
C -4.34363 4.00771 -2.66320
C 0.65088 2.78884 -0.06215
O 0.20377 1.49741 -0.04576
C 1.69462 6.96479 -0.05756
C 3.03537 7.17180 0.66110
C 1.80283 7.56113 -1.46084
C 0.58671 7.70942 0.70156
C -0.62541 0.60829 2.54181
O 0.46601 -0.14119 2.02560
C 1.19141 -0.90133 3.01140
C -4.00913 2.91686 3.84709
C -4.52447 2.36417 5.18290
C -3.69551 4.40199 4.02620
C -5.10128 2.77538 2.77635
C -2.21073 -1.54752 0.00734
O -0.88750 -1.21570 -0.01612
C -6.40532 -2.53087 0.03790
C -6.98794 -2.64474 1.44642
C -6.62473 -3.86549 -0.68779
C -7.15349 -1.41448 -0.70578
H 0.43863 -1.19775 -3.91676
H 1.65308 -1.68516 -2.70023
H 1.85547 -0.15565 -3.59317
H -1.19184 -2.06151 -2.46194
H -2.72858 -1.96922 -3.31006
H -4.74970 -2.19765 -2.08751
H -4.67916 -2.16666 2.19245
H -1.11517 -2.04640 2.43382
H -2.61784 -1.93806 3.33753
H -3.84329 0.25060 3.38439
H -1.41472 3.77229 3.29754
H 1.67306 1.93797 2.43498
H 1.06631 3.35706 3.26498
H 1.39986 5.28218 2.05301
H 1.32887 5.25866 -2.22478
H 1.57756 1.91559 -2.58416
H 0.94026 3.32732 -3.40287
H -1.55116 3.74317 -3.32970
H -3.97718 0.21778 -3.29371
H -3.66191 2.92372 -5.88655
H -2.94119 4.28983 -5.02996
H -4.66964 4.28368 -5.37539
H -5.30645 1.37916 -4.69266
H -6.21978 2.79814 -4.18985
H -5.67802 1.64033 -2.97761
H -3.47536 4.65685 -2.54209
H -4.54638 3.53036 -1.70224
H -5.19809 4.63601 -2.92082
H 3.83994 6.64976 0.14022
H 3.00557 6.80916 1.68914
H 3.28129 8.23467 0.69039
H 2.59932 7.09131 -2.04095
H 2.03547 8.62371 -1.38331
H 0.86619 7.46785 -2.01406
H 0.49785 7.35941 1.73086
H -0.37948 7.57267 0.21225
H 0.80691 8.77796 0.73013
H 0.49933 -1.25011 3.77402
H 1.94712 -0.26296 3.47083
H 1.64218 -1.75063 2.50537
H -3.76349 2.45170 5.96037
H -4.81022 1.31453 5.10539
H -5.40408 2.92540 5.50265
H -2.93262 4.56498 4.78998
H -4.59795 4.92502 4.34440
H -3.35979 4.86081 3.09404
H -5.39836 1.73452 2.63828
H -4.75327 3.15777 1.81459
H -5.98720 3.34127 3.06985
H -6.51537 -3.44658 2.01692
H -8.05251 -2.87164 1.37948
H -6.88388 -1.71130 2.00374
H -6.09927 -4.67553 -0.17907
H -6.27100 -3.82853 -1.71877
H -7.68847 -4.10881 -0.70905
H -7.00799 -0.45265 -0.20963
H -8.22320 -1.63027 -0.72663
H -6.81269 -1.31837 -1.73776
C 4.19442 -1.18165 1.06271
S 3.10832 -0.91913 -0.29014
O 3.81486 -1.22761 -1.48598
O 2.55055 0.45947 -0.18024
O 1.85810 -1.74330 -0.06117
H 5.07415 -0.56887 0.87558
H 4.46730 -2.23502 1.06390
H 3.71605 -0.89265 1.99225
*
```

Properties
- gap between HOMO and LUMO (alpha / beta) (eV) = 6.724 / 7.463


Record 2
C47H62N4O4PSSiW as an isolated structure. Source: OMol25; level of theory: wB97M-V/def2-TZVPD.

```
! wB97M-V def2-TZVPD RIJCOSX def2/J DEFGRID3
* xyz -1 1
W -1.52820 0.17193 -0.30563
C -1.73623 -2.65459 3.85000
Si -2.42559 -1.83943 2.24118
C -3.85903 -2.98419 1.66787
C -3.17884 -0.20592 2.86738
N -1.29267 -1.61188 0.93279
C -0.50719 -2.65464 0.52239
C -0.48534 -3.91587 1.14036
C 0.35028 -4.94217 0.73811
C 1.20955 -4.77326 -0.33524
C 1.17329 -3.57429 -1.01324
C 0.33930 -2.53460 -0.60768
O 0.23685 -1.39321 -1.42837
C 0.18213 -1.77909 -2.77579
C -0.61076 -2.87222 -3.17190
C -0.62296 -3.27206 -4.48601
C 0.13925 -2.60237 -5.43999
C 0.90704 -1.50938 -5.04952
C 0.93933 -1.10513 -3.72899
H -1.78570 -1.95877 4.68220
H -0.70178 -2.96345 3.75997
H -2.32018 -3.52865 4.12363
H -4.47204 -3.29630 2.50751
H -3.49805 -3.87664 1.16557
H -4.49348 -2.45245 0.97046
H -4.00531 -0.41775 3.53894
H -3.54406 0.40346 2.04843
H -2.45475 0.37332 3.42733
H -1.17747 -4.10549 1.93948
H 0.31222 -5.88938 1.25678
H 1.85940 -5.56789 -0.67252
H 1.77103 -3.44173 -1.90450
H -1.21480 -3.37785 -2.43455
H -1.24219 -4.10884 -4.78012
H 0.12263 -2.91481 -6.47278
H 1.47912 -0.96009 -5.78529
H 1.51545 -0.24425 -3.43545
C 0.04024 3.12567 -3.28084
C -0.52164 1.92361 -2.58323
N -0.34144 1.68200 -1.25954
O 0.38362 2.70165 -0.57650
C -1.30775 0.95341 -3.19958
C -1.60444 0.81426 -4.66388
N -1.78246 0.08449 -2.29303
O -2.35962 -1.03489 -2.60194
H -0.77074 3.74299 -3.66931
H 0.66759 2.82796 -4.12027
H 0.62984 3.71423 -2.58303
H 1.25428 2.31204 -0.31760
H -1.27167 1.68200 -5.22812
H -2.67774 0.68176 -4.80457
H -1.11409 -0.07762 -5.05359
C 4.31754 3.18703 2.94956
C 3.23152 3.81762 2.35686
C 2.09098 3.11672 2.03180
C 1.99287 1.74232 2.30584
C 3.11158 1.11235 2.86843
C 4.24572 1.81929 3.19194
P 0.48843 0.77032 1.88280
C 0.42211 -0.02864 3.54035
C -0.19339 0.52917 4.66458
C -0.03507 -0.02880 5.91432
C 0.76536 -1.15877 6.09480
C 1.35987 -1.74324 4.98378
C 1.17345 -1.20390 3.72686
C -0.79489 2.07611 1.98154
C -0.80785 3.13946 2.87993
C -1.80510 4.09330 2.79777
C -2.73480 4.01117 1.77343
C -2.69658 2.95989 0.87076
C -1.75042 1.93492 0.95964
H 5.20638 3.74562 3.20541
H 3.27292 4.87721 2.13922
H 1.27653 3.63640 1.54771
H 3.08414 0.04954 3.06546
H 5.09472 1.31296 3.63415
H -0.79760 1.41701 4.56144
H -0.52154 0.42988 6.76511
H 0.89562 -1.58007 7.08160
H 1.96925 -2.63248 5.10752
H 1.60834 -1.69275 2.86216
H -0.02012 3.24606 3.61316
H -1.84029 4.91212 3.50695
H -3.48342 4.78620 1.66310
H -3.42571 2.94806 0.06993
C 3.74270 3.29170 -2.57704
C 3.62418 2.00494 -3.38626
C 3.98645 0.77477 -2.56705
S 2.61379 0.40321 -1.36603
O 2.76426 1.40490 -0.29244
C 3.30230 -1.16326 -0.67435
C 4.65989 -1.06289 0.00215
C 5.77580 -1.67748 -0.83754
H 3.40056 4.14428 -3.15893
H 4.77546 3.46629 -2.28262
H 3.14113 3.23252 -1.67647
H 4.27279 2.06413 -4.26696
H 2.59928 1.89663 -3.74444
H 4.89847 0.94016 -2.00218
H 4.07576 -0.10223 -3.20271
H 3.30284 -1.86658 -1.50305
H 2.53648 -1.46209 0.03909
H 4.61982 -1.59681 0.95446
H 4.86548 -0.01451 0.23590
H 5.59166 -2.73984 -0.97694
H 6.73317 -1.56862 -0.33696
H 5.84794 -1.21385 -1.81829
C -5.18090 -1.07810 -1.35270
C -4.62506 0.27261 -0.84154
C -5.64814 0.83003 0.18094
C -4.53267 1.25075 -2.04708
N -3.34379 0.09501 -0.26889
H -6.03284 -0.92081 -2.01392
H -5.50044 -1.69092 -0.51154
H -4.38729 -1.58987 -1.88978
H -6.64087 0.86411 -0.27078
H -5.36599 1.83075 0.49949
H -5.67523 0.18083 1.05370
H -5.50767 1.67719 -2.28173
H -4.16548 0.71570 -2.91825
H -3.82858 2.05161 -1.81492
*
```

Properties
- gap between HOMO and LUMO (alpha / beta) (eV) = 4.556 / 4.496


Record 3
C47H63InN5O3P as an isolated structure. Source: OMol25; level of theory: wB97M-V/def2-TZVPD.

```
! wB97M-V def2-TZVPD RIJCOSX def2/J DEFGRID3
* xyz 2 1
In 0.39004 -0.29144 -0.51707
C 1.40437 4.93484 0.83073
C 1.92353 3.73077 1.62251
C 2.15726 4.14565 3.08250
C 0.98955 2.54146 1.59747
C -0.36695 2.71939 1.81884
C -1.25286 1.66225 1.95891
C -2.67897 2.02326 2.35292
C -2.72399 2.39533 3.84393
C -3.24010 3.20155 1.54298
C -0.76856 0.33263 1.90407
C 0.63024 0.11409 1.77532
C 1.45660 1.23666 1.52939
C 1.39857 -1.11352 2.27208
C 2.00265 -0.74862 3.64100
C 0.64170 -2.42166 2.41811
C -1.78725 -0.73508 2.21074
C -2.15103 -0.94690 3.53650
C -3.20324 -1.78368 3.87689
C -3.92657 -2.42545 2.87628
C -3.54556 -2.26264 1.55519
C -2.46661 -1.43906 1.21797
P -1.94351 -1.37706 -0.49912
C -3.10028 -0.23255 -1.42670
C -4.54157 -0.74969 -1.49140
C -3.10678 1.05642 -0.59320
C -2.58663 0.04069 -2.84817
C -1.72822 -3.07187 -1.29585
C -1.16815 -2.83624 -2.70694
C -3.01359 -3.90249 -1.38594
C -0.71135 -3.86541 -0.47924
H 2.19997 5.67036 0.70912
H 0.58862 5.42683 1.36418
H 1.03786 4.66412 -0.15725
H 2.88895 3.41196 1.21644
H 1.24537 4.56653 3.51097
H 2.93643 4.90590 3.13810
H 2.46320 3.29852 3.69764
H -0.74956 3.72785 1.91673
H -3.32336 1.15447 2.21446
H -2.01010 3.19286 4.05810
H -2.49267 1.55346 4.49074
H -3.71978 2.75452 4.10593
H -2.92401 4.15422 1.97059
H -4.32948 3.18745 1.57463
H -2.92403 3.18613 0.49770
H 2.52758 1.06366 1.46519
H 2.22497 -1.28165 1.57857
H 1.21020 -0.54323 4.36506
H 2.65166 0.12457 3.59260
H 2.58990 -1.58789 4.01363
H 0.02445 -2.43429 3.31790
H 1.36007 -3.23854 2.48261
H 0.01062 -2.61696 1.56392
H -1.59324 -0.43887 4.31166
H -3.46519 -1.92482 4.91695
H -4.77097 -3.05526 3.12029
H -4.09828 -2.78101 0.78555
H -4.94057 -0.98287 -0.50489
H -4.64613 -1.61568 -2.13924
H -5.16398 0.04364 -1.91202
H -3.68302 0.91901 0.32050
H -3.58484 1.85266 -1.16827
H -2.10996 1.39674 -0.30428
H -2.86974 -0.74353 -3.54393
H -1.50073 0.16374 -2.90753
H -3.05091 0.96070 -3.21094
H -1.93364 -2.51696 -3.40726
H -0.77218 -3.78609 -3.07064
H -0.34614 -2.11489 -2.73222
H -3.84210 -3.37918 -1.85433
H -3.32347 -4.27725 -0.41281
H -2.79023 -4.77399 -2.00499
H 0.26156 -3.37871 -0.40758
H -0.56197 -4.82480 -0.97946
H -1.07697 -4.07755 0.52302
C 1.97930 8.46540 0.97872
C 1.60923 7.88395 -0.35862
C 2.47960 7.94905 -1.44170
C 2.14140 7.39832 -2.66855
C 0.91137 6.77666 -2.83871
N 0.60289 6.23205 -4.11820
C -0.18679 5.16723 -4.42535
O -0.71098 4.99755 -5.49830
N -0.41735 4.22360 -3.39059
C 0.48864 3.60610 -2.55556
C 1.83133 3.96779 -2.41711
C 2.62888 3.26201 -1.53885
C 2.10134 2.21833 -0.80646
N 0.81627 1.86778 -0.92985
C 0.03822 2.53192 -1.78829
C 0.01935 6.72256 -1.77474
C 0.37705 7.26328 -0.55021
H 2.86022 9.09989 0.90269
H 2.19738 7.67343 1.69866
H 1.16268 9.06192 1.38524
H 3.43894 8.43835 -1.32741
H 2.83383 7.45234 -3.50073
H 0.80725 6.80916 -4.92145
H -1.24394 3.68730 -3.61036
H 2.25162 4.77786 -2.99122
H 3.67062 3.52428 -1.41764
H 2.71405 1.63674 -0.12986
H -0.99243 2.22337 -1.86996
H -0.95890 6.28096 -1.90785
H -0.33124 7.22865 0.26979
C 4.55709 -4.39239 -0.90847
N 3.82162 -3.19207 -1.32086
C 4.16104 -2.52440 -2.45089
C 3.46731 -1.45807 -2.91392
C 2.34081 -1.05797 -2.15039
O 1.52945 -0.13323 -2.45596
N 2.05588 -1.68440 -0.98093
C 2.72534 -2.80676 -0.54285
O 2.39523 -3.43244 0.44241
H 5.58701 -4.30786 -1.24412
H 4.10148 -5.28398 -1.33654
H 4.52626 -4.47052 0.17272
H 5.02769 -2.90523 -2.97491
H 3.73227 -0.93818 -3.81937
*
```

Properties
- gap between HOMO and LUMO (eV) = 7.226


Record 4
A 4-piece molecular cluster, C47H63N4O14 overall. Source: OMol25; level of theory: wB97M-V/def2-TZVPD.

```
! wB97M-V def2-TZVPD RIJCOSX def2/J DEFGRID3
* xyz 1 1
C -3.82555 2.80156 -4.68658
C -4.96639 1.75857 -4.05227
C -5.68437 0.86489 -5.25374
C -5.66451 -0.75391 -4.97972
C -4.74699 -1.60473 -6.04176
C -3.17932 -1.49669 -5.47451
C -2.23686 -2.76395 -5.91214
C -1.92680 -3.84950 -4.72600
C -1.31213 -3.22418 -3.34329
C -0.39301 -1.88091 -3.52621
N 0.79522 -2.19132 -4.41115
C 1.11353 -1.15041 -5.24709
C 1.36125 -1.50870 -6.86205
C 1.32956 0.41916 -4.82763
N 0.19132 -1.54584 -2.14178
C -0.84911 -1.66680 -1.05290
N -0.42605 -1.42414 0.26028
C 0.99357 -1.09753 0.66336
C 1.54644 0.36086 0.16104
C 1.13953 -1.12148 2.32357
C 0.34303 0.09972 3.07266
C -0.93155 -0.38824 4.00527
N -2.30827 -2.02029 -1.21982
C -3.20284 -0.80922 -1.35541
O -2.46078 0.42935 -1.74145
O -2.99554 1.36172 -0.96092
C -2.55267 -3.06361 -2.28447
C -2.80475 -4.58836 -1.64502
C -4.43414 -4.93790 -1.77615
C -5.33393 -3.97510 -0.78410
C -4.75791 -3.43400 0.65445
C -5.67439 -2.46963 1.64662
C -7.18642 -2.04717 1.11659
C -7.77369 -2.59805 -0.31212
C -6.84612 -3.56757 -1.27304
H -3.51212 3.64634 -3.93557
H -4.22736 3.26048 -5.69583
H -2.90655 2.11178 -4.98480
H -5.76271 2.38711 -3.42302
H -4.48789 1.00168 -3.29818
H -6.82398 1.21381 -5.25771
H -5.21205 1.20106 -6.27054
H -5.27681 -0.95854 -3.89449
H -6.77075 -1.13664 -5.03268
H -5.09304 -2.70694 -6.22721
H -4.77157 -1.00589 -7.07372
H -3.14279 -1.22722 -4.32814
H -2.73051 -0.54277 -6.03494
H -2.84343 -3.35143 -6.75615
H -1.21690 -2.46758 -6.40284
H -1.15962 -4.66774 -5.11265
H -2.91621 -4.45371 -4.46032
H -0.59254 -4.05999 -2.88664
H -0.99265 -0.91258 -3.84550
H 0.45026 -0.97736 -7.42111
H 2.32755 -0.97936 -7.25922
H 1.30742 -2.65971 -7.06497
H 2.31476 0.78108 -5.39677
H 0.46152 1.10191 -5.27812
H 1.53104 0.61119 -3.69133
H 0.37246 -0.49948 -2.21706
H -1.13972 -1.48927 1.04684
H 1.67593 -1.98080 0.26710
H 0.74275 0.87644 -0.53744
H 2.48018 0.13735 -0.54878
H 1.95707 1.05863 1.00969
H 0.88934 -2.18158 2.76806
H 2.30173 -0.94075 2.52504
H 1.13021 0.63909 3.78971
H -0.06698 0.93726 2.36357
H -0.96968 0.37445 4.92027
H -0.80711 -1.50226 4.34210
H -1.90398 -0.17479 3.37828
H -3.61710 -0.58156 -0.25935
H -4.15862 -0.97220 -2.02151
H -2.43137 1.34165 -0.11592
H -3.53475 -2.85302 -2.92990
H -2.27107 -5.37953 -2.35994
H -2.41920 -4.69072 -0.54371
H -4.65178 -6.09725 -1.60735
H -4.81201 -4.70437 -2.88304
H -3.67339 -3.73073 1.00059
H -5.27497 -2.06736 2.67989
H -7.89101 -1.35160 1.76626
H -8.84830 -2.31755 -0.70247
H -7.27549 -3.97111 -2.28424
C 7.98497 -1.22685 3.55483
C 6.95843 -1.19668 2.70276
C 5.60430 -0.75579 3.13819
O 4.68493 -0.72054 2.32793
C 5.42267 -0.37896 4.54873
C 6.44855 -0.41252 5.40143
C 7.80833 -0.82690 4.95936
O 8.73558 -0.83004 5.76208
O 6.28427 -0.06229 6.72904
O 7.11621 -1.57366 1.38173
H 8.97501 -1.54304 3.25124
H 4.42945 -0.07759 4.85602
H 7.17091 -0.16724 7.13813
H 6.23100 -1.46292 0.97134
C 8.51385 4.91028 7.34359
C 7.78203 3.92406 7.86563
C 8.28882 2.52446 7.90953
O 7.60136 1.64279 8.41258
C 9.61484 2.25325 7.33272
C 10.34504 3.23900 6.80762
C 9.84971 4.64272 6.78881
O 10.55153 5.53040 6.31589
O 11.59090 2.99069 6.26139
O 6.52444 4.16742 8.38656
H 8.15871 5.93247 7.30724
H 9.96357 1.22873 7.35504
H 11.91760 3.86283 5.94971
H 6.20039 3.29637 8.70364
C -2.67013 4.52229 2.28383
C -1.66675 3.70629 1.95504
C -0.26654 4.20328 1.85481
O 0.63724 3.42571 1.56917
C -0.02331 5.63298 2.10256
C -1.02734 6.44950 2.42794
C -2.42277 5.94677 2.55506
O -3.32174 6.71783 2.87362
O -0.80624 7.79476 2.65946
O -1.89193 2.36675 1.69611
H -3.69227 4.17393 2.36246
H 0.99618 5.98456 2.00889
H -1.68703 8.16998 2.87835
H -1.01028 1.99042 1.48316
*
```

Properties
- gap between HOMO and LUMO (eV) = 6.861


Q: Number 2 is which compound?
A: C47H62N4O4PSSiW